No. 1
The following is a DFT calculation (the ωB97M-V functional and the def2-TZVPD basis) of a structure of composition C47H45AsCrN6O2PS.

Each line ends with the Löwdin spin population.
CARTESIAN COORDINATES (ANGSTROEM)
Cr1 0.29910 -0.41197 -0.41480  2.97
C1 -1.06311 -3.38751 2.69110  0.00
O1 -1.67760 -2.06092 2.84330  0.01
C2 -1.12363 -1.31869 1.92078  0.01
N1 -0.34142 -1.84001 1.05121  -0.01
C3 -0.37789 -3.32834 1.31806  0.00
C4 0.97403 -4.00063 1.21695  0.00
C5 1.59477 -4.63805 2.28969  0.00
C6 2.83818 -5.24026 2.12547  0.00
C7 3.47047 -5.21580 0.89190  0.00
C8 2.84583 -4.60625 -0.19014  0.00
C9 1.60377 -4.01734 -0.02547  0.00
C10 -1.46627 0.11960 1.86292  0.01
C11 -2.22110 0.82810 2.77152  0.00
C12 -2.42038 2.18366 2.52795  0.02
C13 -1.86012 2.77351 1.39910  0.00
C14 -1.12766 1.97131 0.54681  0.01
N2 -0.94420 0.67977 0.77928  0.00
C15 -0.41172 2.41225 -0.67194  0.01
N3 0.27641 1.60019 -1.38009  0.00
C16 0.97597 2.45475 -2.40357  0.00
C17 0.33328 3.84407 -2.18334  0.00
O2 -0.45257 3.69151 -0.95400  0.01
C18 0.93069 2.04506 -3.85142  0.00
C19 0.60043 0.76960 -4.25644  0.00
C20 0.63712 0.41588 -5.59822  0.00
C21 0.99682 1.35603 -6.55107  0.00
C22 1.32557 2.64787 -6.15270  0.00
C23 1.29716 2.99003 -4.81004  0.00
H1 -1.84899 -4.13164 2.75789  0.00
H2 -0.37657 -3.49421 3.52155  0.00
H3 -1.03719 -3.75143 0.56560  0.00
H4 1.13472 -4.69218 3.26676  0.00
H5 3.30726 -5.73348 2.96710  0.00
H6 4.43797 -5.68590 0.76958  0.00
H7 3.32122 -4.59249 -1.16389  0.00
H8 1.12523 -3.55622 -0.87943  0.00
H9 -2.62975 0.33226 3.64217  0.00
H10 -3.00309 2.77963 3.21976  0.00
H11 -1.98559 3.82478 1.17572  0.00
H12 2.02429 2.46796 -2.09639  0.00
H13 -0.35454 4.10864 -2.98031  0.00
H14 1.04261 4.64705 -2.01739  0.00
H15 0.32697 0.04554 -3.51575  0.00
H16 0.39137 -0.59844 -5.89230  0.00
H17 1.02545 1.08856 -7.59948  0.00
H18 1.61261 3.38801 -6.88855  0.00
H19 1.58787 3.99568 -4.51919  0.00
S1 2.06217 -1.16843 -1.71928  0.00
C24 1.43568 -2.16782 -3.05541  0.00
C25 2.36864 -2.73607 -3.92346  0.00
C26 1.94854 -3.50813 -4.99792  0.00
C27 0.59552 -3.73937 -5.22531  0.01
C28 -0.33871 -3.19438 -4.36219  0.00
C29 0.07905 -2.40186 -3.29301  0.00
As1 -1.16712 -1.69940 -2.02217  -0.02
C30 -2.31547 -3.23268 -1.72888  -0.01
C31 -1.73987 -4.49313 -1.59138  0.00
C32 -2.54903 -5.61385 -1.48660  0.00
C33 -3.93260 -5.47902 -1.52229  0.00
C34 -4.50337 -4.22156 -1.65117  0.00
C35 -3.69686 -3.09281 -1.75499  0.00
C36 -2.35613 -0.45434 -2.90021  0.00
C37 -2.54843 -0.45523 -4.27516  0.00
C38 -3.43291 0.44625 -4.85111  0.00
C39 -4.13714 1.34078 -4.05531  0.00
C40 -3.96422 1.32903 -2.67674  0.00
C41 -3.07070 0.43432 -2.10034  0.00
H20 3.42571 -2.56821 -3.75129  0.00
H21 2.68713 -3.94265 -5.66068  0.00
H22 0.27424 -4.34691 -6.06223  0.00
H23 -1.39231 -3.39701 -4.51248  0.00
H24 -0.66452 -4.61864 -1.59116  0.00
H25 -2.09744 -6.59307 -1.38868  0.00
H26 -4.56302 -6.35695 -1.46263  0.00
H27 -5.57979 -4.11222 -1.68059  0.00
H28 -4.15696 -2.12036 -1.86269  0.00
H29 -2.00410 -1.14647 -4.90425  0.00
H30 -3.57498 0.44744 -5.92454  0.00
H31 -4.82552 2.04189 -4.50993  0.00
H32 -4.53396 2.00640 -2.05331  0.00
H33 -2.96160 0.41170 -1.02149  0.00
C42 5.13082 0.23856 1.95399  0.00
N4 4.32722 -0.89699 2.41392  0.00
C43 3.71778 -0.55989 3.69876  0.00
N5 2.91497 0.67012 3.66111  0.00
C44 3.75635 1.76612 3.16188  0.00
N6 4.36404 1.48776 1.85964  0.00
C45 3.38345 1.45682 0.78513  0.00
P1 2.15292 0.09755 1.08717  -0.03
C46 3.33978 -1.29640 1.42094  0.00
C47 1.71504 0.50762 2.85074  0.00
H34 5.56583 0.00512 0.98205  0.00
H35 5.93847 0.39635 2.66752  0.00
H36 4.51325 -0.41811 4.42927  0.00
H37 3.08902 -1.38907 4.02705  0.00
H38 4.55787 1.92957 3.88103  0.00
H39 3.15991 2.67768 3.09672  0.00
H40 3.87055 1.26956 -0.17270  0.00
H41 2.86462 2.41501 0.71884  0.00
H42 3.82557 -1.55960 0.48348  0.00
H43 2.78132 -2.17056 1.75425  0.00
H44 1.09987 -0.29367 3.26851  0.00
H45 1.12984 1.43127 2.87671  0.00

Forces on the atoms, in the same order (eV/Å):
Cr 0.6 -0.2 -0.3
C -0.1 0.1 -0.1
O 0.0 -0.4 0.0
C -0.3 0.6 0.0
N 0.2 -0.2 0.0
C 0.3 0.2 0.2
C 0.0 -0.1 0.0
C 0.1 0.1 0.0
C 0.0 0.0 0.0
C 0.0 0.0 0.0
C 0.0 0.0 0.1
C -0.1 -0.1 0.0
C 0.1 -0.5 0.0
C -0.1 0.1 0.2
C 0.0 0.0 0.0
C -0.1 0.1 0.0
C 0.2 0.2 -0.4
N -0.1 0.0 0.1
C -0.4 0.1 0.5
N -0.1 -0.2 -0.1
C 0.1 0.0 0.3
C -0.1 -0.1 0.1
O 0.2 0.1 -0.3
C -0.1 0.0 0.0
C 0.0 0.0 -0.1
C 0.0 0.0 0.0
C 0.0 0.0 0.0
C 0.0 0.0 0.0
C 0.1 0.0 0.0
H 0.0 0.0 0.0
H 0.1 0.0 0.1
H -0.1 0.0 -0.1
H 0.0 0.0 0.0
H 0.0 0.0 0.0
H 0.0 0.0 0.0
H 0.0 0.0 0.0
H 0.0 0.0 0.0
H 0.0 0.0 0.0
H 0.0 0.0 0.0
H 0.0 0.0 0.0
H 0.1 0.0 0.0
H -0.1 0.0 0.0
H 0.0 0.0 0.0
H -0.1 -0.1 0.1
H 0.0 0.0 0.0
H 0.0 0.0 0.0
H 0.0 0.0 0.0
H 0.0 -0.1 0.0
S -0.2 -0.1 -0.2
C 0.1 0.0 -0.1
C 0.0 0.0 -0.1
C 0.1 0.0 0.1
C 0.0 0.0 0.0
C 0.1 0.0 0.0
C 0.1 -0.1 0.1
As -0.3 0.2 -0.3
C 0.1 0.1 0.0
C -0.1 -0.1 -0.1
C 0.0 0.0 0.0
C 0.0 0.0 0.0
C 0.0 0.0 0.0
C -0.1 -0.1 0.1
C -0.1 -0.1 0.0
C 0.0 0.0 0.0
C 0.0 0.0 0.0
C 0.0 0.0 0.0
C 0.0 0.0 0.0
C -0.1 0.0 -0.1
H 0.0 0.0 0.0
H 0.0 0.0 0.0
H 0.0 0.0 0.0
H 0.0 0.0 0.0
H 0.0 0.0 -0.1
H 0.0 0.0 0.0
H 0.0 0.0 0.0
H 0.0 0.0 0.0
H 0.0 0.1 -0.1
H 0.0 0.0 0.0
H 0.0 0.0 0.0
H 0.0 0.0 0.0
H 0.0 0.0 0.0
H 0.0 0.0 0.0
C -0.1 0.0 0.0
N 0.0 0.1 0.0
C -0.1 0.0 -0.1
N 0.1 0.0 -0.1
C -0.1 -0.1 -0.1
N 0.0 0.0 0.0
C -0.1 -0.2 0.1
P 0.2 -0.1 0.2
C 0.0 0.2 0.1
C 0.2 0.0 -0.1
H 0.0 0.0 0.0
H 0.0 0.0 0.0
H 0.0 0.0 0.0
H 0.0 0.0 0.0
H 0.0 0.0 0.0
H 0.0 0.0 0.0
H 0.1 0.0 0.0
H 0.0 0.1 0.0
H 0.0 0.0 -0.1
H 0.0 0.0 0.1
H 0.0 0.0 0.0
H 0.0 0.0 0.0

The charge is +2. As for the calculated total energy: -171878.50589 eV. Its highest occupied orbital energy (spin up / spin down) is -12.68 / -12.86 eV. The max |F| comes out at 0.7 eV/A. As for the molecular weight: 915.88 g mol⁻¹. The gap between HOMO and LUMO (spin up / spin down) comes out at 6.530 / 6.298 eV. The multiplicity is 4. Its lowest unoccupied orbital energy (spin up / spin down) is -6.15 / -6.56 eV.

---

No. 2
The following is a DFT calculation (the ωB97M-V functional and the def2-TZVPD basis) of the molecule C19H26N2O4.

Each line ends with the Mulliken charge.
CARTESIAN COORDINATES (ANGSTROEM)
C1 -0.85973 -0.38767 -3.88951  -1.76
C2 -0.23673 0.06595 -2.60836  0.94
C3 0.64047 1.13816 -2.59159  -0.84
C4 1.25500 1.58106 -1.43019  0.70
C5 2.17336 2.76054 -1.45883  -1.53
C6 0.98044 0.90203 -0.24315  0.18
N1 1.57378 1.30265 0.97510  -0.17
C7 2.88997 1.39467 1.24521  -0.06
O1 3.79313 1.18086 0.46474  -0.65
C8 3.15949 1.79562 2.70999  0.44
C9 4.29142 2.83964 2.79275  -0.79
C10 3.60792 4.07311 3.39407  -0.51
C11 2.12439 3.76662 3.18456  -0.36
O2 2.01353 2.36395 3.32317  -0.53
C12 0.08124 -0.16718 -0.21343  1.22
C13 -0.20980 -0.83970 1.09817  -1.78
C14 -0.52283 -0.57642 -1.40157  -0.15
N2 -1.41277 -1.67836 -1.37832  -0.16
C15 -2.70955 -1.65467 -1.73486  -0.02
O3 -3.31357 -0.68615 -2.14397  -0.66
C16 -3.40700 -3.00082 -1.53546  0.49
C17 -4.44362 -2.93899 -0.40197  -0.78
C18 -4.52526 -4.39810 0.05972  -0.53
C19 -3.24856 -5.04071 -0.51990  -0.48
O4 -2.49888 -4.01166 -1.13961  -0.51
H1 -0.36114 0.06771 -4.74083  0.45
H2 -0.80502 -1.47161 -3.98145  0.35
H3 -1.91290 -0.10798 -3.90542  0.32
H4 0.85422 1.64916 -3.51904  0.38
H5 3.20282 2.43185 -1.31816  0.30
H6 1.93447 3.45242 -0.65162  0.24
H7 2.09574 3.28370 -2.40803  0.43
H8 0.96147 1.41615 1.77533  0.25
H9 3.39858 0.87721 3.25779  0.40
H10 4.67712 3.03133 1.79162  0.30
H11 5.11354 2.48894 3.41211  0.35
H12 3.82225 4.14658 4.46015  0.25
H13 3.90634 4.99948 2.90971  0.33
H14 1.80538 4.07459 2.17782  0.13
H15 1.46881 4.22423 3.92547  0.40
H16 0.71485 -1.18497 1.55999  0.36
H17 -0.87623 -1.68741 0.97359  0.28
H18 -0.68747 -0.13919 1.78470  0.40
H19 -1.07219 -2.55894 -1.01334  0.31
H20 -3.90027 -3.27838 -2.48029  0.28
H21 -4.06656 -2.29779 0.39606  0.32
H22 -5.39357 -2.54082 -0.74620  0.34
H23 -5.41148 -4.88736 -0.34103  0.27
H24 -4.55321 -4.47434 1.14473  0.28
H25 -2.60959 -5.49089 0.24265  0.34
H26 -3.50179 -5.80812 -1.26307  0.25

Forces on the atoms, in the same order (eV/Å):
C -0.1 0.1 0.0
C 0.0 -0.1 0.1
C -0.1 -0.1 0.1
C 0.0 0.0 0.1
C 0.1 -0.1 -0.1
C 0.0 -0.2 -0.5
N -0.6 0.0 0.2
C 0.1 0.1 0.5
O 0.2 -0.2 -0.1
C 0.4 -0.2 -0.2
C 0.0 0.0 -0.1
C -0.2 -0.1 0.1
C 0.1 0.5 0.0
O 0.0 -0.3 0.2
C 0.0 0.0 0.0
C 0.0 0.0 -0.1
C 0.1 0.4 0.0
N 0.5 -0.3 0.1
C -0.1 -0.5 0.1
O -0.2 0.1 0.0
C -0.4 0.3 -0.1
C 0.2 0.0 -0.1
C 0.1 0.0 -0.1
C -0.1 -0.4 0.2
O 0.1 0.2 -0.1
H 0.1 0.0 -0.1
H 0.0 -0.1 -0.1
H 0.0 0.0 -0.1
H 0.0 0.1 -0.1
H 0.0 0.1 0.0
H 0.0 0.1 0.1
H 0.0 0.1 0.0
H 0.2 0.1 -0.1
H 0.0 0.1 -0.1
H 0.0 0.0 0.1
H 0.0 0.0 0.0
H 0.0 0.1 0.0
H 0.0 0.1 0.0
H 0.0 0.0 0.1
H 0.0 0.0 -0.1
H 0.0 0.0 0.1
H 0.0 0.0 0.1
H 0.0 0.0 0.1
H -0.1 0.1 -0.1
H 0.1 0.1 0.1
H 0.0 0.0 0.0
H 0.0 0.1 0.0
H 0.0 0.0 0.0
H -0.1 0.0 0.0
H -0.1 0.0 -0.1
H 0.1 0.1 0.1

As for the calculated total energy: -31296.37040 eV. Its highest occupied orbital energy is -8.42 eV. The value obtained for the energy above the lowest of the compared OMol25 structures with the same formula, charge and spin is 56.3 kJ/mol. The max |F| comes out at 0.7 eV/A. As for the molecular weight: 346.43 g mol⁻¹. As for the SMILES: Cc1cc(C)c(NC(=O)[C@H]2CCCO2)c(C)c1NC(=O)[C@@H]1CCCO1. The gap between HOMO and LUMO comes out at 9.064 eV. Its lowest unoccupied orbital energy is 0.65 eV.